Entry 1:
ORCA calculation (ωB97M-V/def2-TZVPD) on a structure of composition C6H12OPW in a non-equilibrium geometry.

Computed properties:
HOMO level (spin up / spin down) ... -11.134 / -10.923 eV
2S+1 ... 3
Total charge ... +1
Frontier orbital gap (spin up / spin down) ... 6.322 / 6.431 eV
Maximum force ... 3.8 eV/Å
Calculated total energy ... -718.95642 Ha

CARTESIAN COORDINATES (ANGSTROEM)
C: 0.5909 1.3101 -0.6935
C: 0.0515 2.2531 0.3506
C: -1.3651 2.2866 0.3238
C: -1.8685 1.5751 -0.7991
C: -0.7658 0.8513 -1.4924
W: 0.7669 -1.1147 -1.0130
P: 3.0541 -0.9461 -0.3984
H: 1.4454 1.6761 -1.2530
H: 0.6686 2.8514 1.0192
H: -1.9878 2.7496 1.0902
H: -0.7640 0.9111 -2.6034
H: -2.9149 1.6041 -1.0908
H: 3.4784 -1.6007 0.8155
H: 3.8362 0.2478 -0.2329
H: 3.9247 -1.6422 -1.2943
C: -1.7108 -2.0111 1.2759
O: -0.3793 -2.1228 0.6857
H: -1.7708 -1.0846 1.8540
H: -1.8945 -2.8706 1.9497
H: -2.4495 -2.0111 0.4781
H: 0.0544 -2.9123 1.0282

---

Entry 2:
ORCA calculation (ωB97M-V/def2-TZVPD) on the molecule C6H12OS in a non-equilibrium geometry.

Computed properties:
HOMO level ... -8.399 eV
2S+1 ... 1
SMILES ... C=C(C)[C@H](C)CSO
Energy relative to the best compared isomer or geometry (same formula, charge and spin) ... 52.9 kcal/mol
Frontier orbital gap ... 9.102 eV
Maximum force ... 3.7 eV/Å
Calculated total energy ... -709.15514 Ha

CARTESIAN COORDINATES (ANGSTROEM)
C: -0.0374 1.2271 -1.4426
C: 0.0335 0.6209 0.0665
C: 0.0746 -0.8865 0.1522
C: -1.1766 1.3030 0.7062
C: -0.6055 -1.6584 -0.6438
C: 0.9146 -1.3875 1.3285
O: 2.6831 1.6792 -1.4490
S: 1.5193 0.9243 -2.3281
H: -0.9328 0.9379 -2.1319
H: -0.0746 2.4259 -1.2479
H: 0.9085 1.1295 0.4135
H: -1.3642 2.3205 0.3870
H: -1.1667 1.3911 1.7239
H: -2.0471 0.7362 0.5246
H: -0.5703 -2.7185 -0.5872
H: 2.9998 2.4539 -1.8998
H: -1.3813 -1.1987 -1.2229
H: 0.4700 -2.1822 1.9339
H: 1.1329 -0.5567 2.0527
H: 1.9000 -1.8319 0.9577

---

Entry 3:
ORCA calculation (ωB97M-V/def2-TZVPD) on a cluster of 2 separate species, C6H12S in total in a non-equilibrium geometry.

Computed properties:
HOMO level (spin up / spin down) ... -7.346 / -7.477 eV
2S+1 ... 1
Energy relative to the best compared isomer or geometry (same formula, charge and spin) ... 94.0 kcal/mol
Frontier orbital gap (spin up / spin down) ... 7.562 / 7.788 eV
Maximum force ... 4.4 eV/Å
Calculated total energy ... -633.83486 Ha

CARTESIAN COORDINATES (ANGSTROEM)
C: -2.4596 -0.3272 0.3227
C: -1.5663 0.1503 -0.4561
C: -1.1554 1.5524 -0.6097
C: 0.7339 0.0040 1.7346
C: 2.5467 -1.0260 -1.7260
C: 1.0972 -0.8298 0.5335
S: 1.9809 0.0351 -0.5880
H: -2.6453 -1.3081 0.6084
H: -3.0845 0.2655 0.8969
H: -1.5706 1.9256 -1.5876
H: -1.4408 2.2319 0.1628
H: -0.0789 1.6141 -0.7328
H: 0.6587 1.0912 1.4201
H: -0.3504 -0.2389 1.9885
H: 1.3303 -0.2456 2.5545
H: 2.9201 -1.9931 -1.5572
H: 2.9926 -0.3970 -2.6044
H: -0.9737 -0.5653 -0.9285
H: 1.0653 -1.9392 0.5683

---

Entry 4:
ORCA calculation (ωB97M-V/def2-TZVPD) on the molecule C6H12S in a non-equilibrium geometry.

Computed properties:
HOMO level ... -8.995 eV
2S+1 ... 1
SMILES ... C/C=C\[C@@H](S)CC
Energy relative to the best compared isomer or geometry (same formula, charge and spin) ... 98.0 kcal/mol
Frontier orbital gap ... 9.743 eV
Maximum force ... 4.6 eV/Å
Calculated total energy ... -633.82856 Ha

CARTESIAN COORDINATES (ANGSTROEM)
C: -1.1021 -1.8698 -1.3722
C: -1.2685 -0.6356 -0.5106
C: -0.3569 -0.6169 0.7362
C: 1.0473 -0.6778 0.1102
C: 1.7020 0.1029 -0.7365
C: 1.3808 1.4849 -1.2646
H: -1.8031 -2.7155 -0.8814
H: 0.1409 -2.0791 -0.9680
H: -1.2474 -1.7085 -2.6864
H: -2.2999 -0.5139 -0.2843
H: -0.8110 0.1751 -1.0151
H: -0.6243 -1.5679 1.4081
H: 0.4102 0.7810 2.3073
H: 1.4545 -1.6362 0.4110
H: 2.6961 0.0708 -0.9570
H: 1.7620 2.4949 -0.5726
H: 0.2469 1.5748 -1.0655
H: 1.7243 1.5035 -2.3302
S: -0.6290 1.0559 1.5537

---

Entry 5:
ORCA calculation (ωB97M-V/def2-TZVPD) on the molecule C6H12S in a non-equilibrium geometry.

Computed properties:
HOMO level ... -8.704 eV
2S+1 ... 1
SMILES ... CC(C)=C(C)CS
Energy relative to the best compared isomer or geometry (same formula, charge and spin) ... 16.2 kcal/mol
Frontier orbital gap ... 9.587 eV
Maximum force ... 2.4 eV/Å
Calculated total energy ... -633.95883 Ha

CARTESIAN COORDINATES (ANGSTROEM)
C: 1.9639 0.6721 0.2043
C: 0.7784 -0.2044 -0.0198
C: 1.1881 -1.6725 0.0127
C: -0.4588 0.2699 -0.1922
C: -0.7934 1.7957 -0.1447
C: -1.5779 -0.6773 -0.5005
H: 1.6546 1.6830 0.4685
H: 2.5481 0.7168 -0.7162
H: 2.6541 0.2089 0.9795
H: 0.6451 -2.4119 -0.6624
H: 1.0656 -2.0113 1.1399
H: 2.2393 -1.6254 -0.1675
H: 0.0679 2.3978 -0.0174
H: -1.4292 2.0014 0.7365
H: -1.3084 2.0933 -1.0278
H: -1.3570 -1.7488 -0.1837
H: -1.7538 -0.6526 -1.5373
H: -2.9310 -0.6027 1.4537
S: -3.1957 -0.2320 0.1743

---

Entry 6:
ORCA calculation (ωB97M-V/def2-TZVPD) on the molecule C6H12S2 in a non-equilibrium geometry.

Computed properties:
HOMO level ... -7.892 eV
2S+1 ... 1
SMILES ... CSCSC=C(C)C
Energy relative to the best compared isomer or geometry (same formula, charge and spin) ... 35.7 kcal/mol
Frontier orbital gap ... 8.816 eV
Maximum force ... 2.8 eV/Å
Calculated total energy ... -1032.13247 Ha

CARTESIAN COORDINATES (ANGSTROEM)
C: 3.0592 3.1024 -0.1191
C: 1.0914 1.5913 0.7922
C: -0.7576 -0.4047 0.2842
C: -1.3584 -1.5213 -0.1596
C: -1.0768 -2.3053 -1.4278
C: -2.5537 -2.1073 0.6396
H: 3.1977 2.3363 -0.8373
H: 3.7037 2.9406 0.8069
H: 3.3129 4.0270 -0.6409
H: 0.3205 1.6870 1.5683
H: 1.9262 1.3074 1.3624
H: -1.1223 0.2008 1.1383
H: 0.0256 -2.4956 -1.5674
H: -1.5123 -3.2990 -1.4765
H: -1.4319 -1.8544 -2.3034
H: -3.4534 -2.0693 -0.0695
H: -2.5821 -3.1670 0.7245
H: -2.8012 -1.6381 1.5917
S: 1.3171 3.2888 0.1621
S: 0.6954 0.3805 -0.4689

---

Entry 7:
ORCA calculation (ωB97M-V/def2-TZVPD) on the ion C6H13BIO3 with charge -1 in a non-equilibrium geometry.

Computed properties:
HOMO level ... -4.219 eV
2S+1 ... 1
Total charge ... -1
Frontier orbital gap ... 7.258 eV
Maximum force ... 3.2 eV/Å
Calculated total energy ... -784.81418 Ha

CARTESIAN COORDINATES (ANGSTROEM)
C: 4.0395 -0.5607 0.1872
C: 2.5707 -0.5306 -0.1128
O: 1.8406 -1.3413 0.3097
O: 2.2336 0.4822 -0.8843
C: 0.8251 0.8111 -0.9300
C: 0.2365 1.2648 0.3865
C: -1.2530 0.9021 0.5593
C: -1.5928 -0.5720 0.4279
B: -3.0268 -0.7189 -0.3440
O: -4.0801 -0.0629 0.4299
I: -3.4249 -2.9212 -0.6794
H: 4.5775 0.0944 -0.4872
H: 4.3768 -1.5687 0.0129
H: 4.2313 -0.2206 1.1893
H: 0.2591 0.0226 -1.3906
H: 0.7684 1.6419 -1.6111
H: 0.2909 2.3458 0.4176
H: 0.7762 0.8928 1.2469
H: -1.5116 1.2076 1.5651
H: -1.8253 1.5245 -0.1200
H: -1.6207 -1.0619 1.3920
H: -0.8733 -1.1228 -0.1614
H: -2.8809 -0.2288 -1.4572
H: -4.9366 -0.2795 0.0537